No. 1
This record from OMol25 describes a 8-piece molecular cluster, H16O8 overall. The level of theory is ωB97M-V/def2-TZVPD.

HOMO level: -9.932 eV
Frontier orbital gap: 9.792 eV
DFT total energy: -611.49920 a.u.
Structure (SMILES): O.O.O.O.O.O.O.O

```
! RIJCOSX wB97M-V def2-TZVPD def2/J DEFGRID3
* xyz 0 1
H 1.926 2.496 3.147
H 3.836 0.462 1.550
O -3.188 0.560 -1.927
O -0.549 -0.146 -2.329
H -1.064 1.499 0.201
H -0.317 -2.946 -3.342
H 0.034 -3.532 -1.991
O 2.139 2.640 2.225
H -0.712 1.781 1.646
O 2.930 0.201 1.382
H 0.089 -0.337 -0.681
H -2.286 0.326 -2.144
H 0.121 0.127 -2.955
H -3.493 -0.154 -1.366
H -1.128 -0.808 1.308
H 2.500 1.804 1.929
H -0.474 -1.100 -2.298
H 1.170 -0.021 0.330
H -1.471 -0.430 2.734
H 2.805 -0.586 1.911
O -0.010 -2.703 -2.468
O -1.846 -0.815 1.941
O -1.297 2.059 0.941
O 0.285 -0.377 0.255
*
```

Results of the Löwdin charge analysis, in e, for atoms 1 through 6:
1 H 0.0311
2 H 0.0719
3 O -0.0560
4 O -0.0416
5 H -0.0009
6 H 0.0687

No. 2
This record from OMol25 describes a 8-piece molecular cluster, H16O8 overall. The level of theory is ωB97M-V/def2-TZVPD.

HOMO level: -9.328 eV
Frontier orbital gap: 9.305 eV
DFT total energy: -611.38149 a.u.
Structure (SMILES): O.O.O.O.O.O.O.O

```
! RIJCOSX wB97M-V def2-TZVPD def2/J DEFGRID3
* xyz 0 1
H -3.826 0.700 0.811
H 2.494 -1.613 1.729
H 0.114 -3.200 -2.941
H 0.472 -2.141 -0.987
H 1.864 -1.649 -1.348
O 1.900 2.178 -1.467
O -0.568 -0.482 1.037
O 2.022 -0.817 2.000
H -1.514 -0.622 0.920
H 1.866 1.272 -1.795
H 2.420 0.980 -0.198
O -0.211 -3.591 -2.122
O -2.941 0.991 0.565
O 1.931 0.469 0.458
H 1.670 2.714 -2.234
H 1.010 0.704 0.298
O -2.459 3.261 0.989
H -2.385 0.691 1.293
O 1.333 -1.949 -0.601
H -3.001 4.036 0.800
H -0.870 -2.962 -1.807
H 1.920 -0.918 2.953
H -0.188 -0.721 0.185
H -3.054 2.668 1.461
*
```

Results of the Löwdin charge analysis, in e, for atoms 1 through 6:
1 H 0.0628
2 H 0.0416
3 H 0.0540
4 H -0.0088
5 H 0.0525
6 O -0.0517

No. 3
This record from OMol25 describes H16O8Sr as an isolated structure. The level of theory is ωB97M-V/def2-TZVPD.

HOMO level: -18.768 eV
Frontier orbital gap: 12.517 eV
DFT total energy: -641.86146 a.u.

```
! RIJCOSX wB97M-V def2-TZVPD def2/J DEFGRID3
* xyz 2 1
H -0.977 -2.637 -1.695
H 1.915 1.637 1.507
O 1.796 -1.647 0.538
O -1.058 -1.082 1.972
Sr -0.149 0.124 -0.147
H 1.329 0.828 2.644
O 2.060 1.160 -1.194
O -0.729 2.618 -0.223
H -3.125 1.419 0.210
O 1.235 0.993 1.706
O -0.824 -2.295 -0.814
H 2.700 1.710 -0.742
H -0.691 3.234 0.508
H -1.013 -2.032 2.082
H -1.386 -0.759 2.811
H 2.108 -2.537 0.376
H -0.653 -0.894 -3.261
O -2.567 0.641 0.242
H 2.589 0.513 -1.662
H -1.226 3.078 -0.899
O -0.308 -0.221 -2.674
H -0.584 -3.063 -0.296
H 0.122 0.407 -3.255
H -2.893 0.143 0.992
H 2.327 -1.337 1.272
*
```

Results of the Löwdin charge analysis, in e, for atoms 1 through 6:
1 H 0.0716
2 H 0.0707
3 O -0.0887
4 O -0.0934
5 Sr 1.6667
6 H 0.0865

No. 4
This record from OMol25 describes H16O8Sr as an isolated structure. The level of theory is ωB97M-V/def2-TZVPD.

HOMO level: -18.877 eV
Frontier orbital gap: 12.457 eV
DFT total energy: -641.84380 a.u.

```
! RIJCOSX wB97M-V def2-TZVPD def2/J DEFGRID3
* xyz 2 1
H -7.708 -7.967 -4.871
H -6.919 -9.714 -7.513
O -4.388 -8.218 -6.569
Sr -5.162 -10.000 -4.820
O -2.597 -10.436 -4.881
H -5.998 -9.528 -1.395
O -6.934 -8.199 -4.381
O -5.720 -9.983 -2.190
H -2.703 -8.064 -3.467
O -3.608 -8.420 -3.355
H -3.485 -8.337 -6.768
O -4.765 -11.961 -6.717
O -7.103 -9.976 -6.616
H -4.451 -7.386 -6.140
H -4.110 -7.772 -2.880
H -5.628 -10.907 -1.997
H -4.718 -12.743 -6.216
H -7.288 -12.472 -4.584
H -6.965 -7.622 -3.611
H -1.895 -9.773 -4.923
O -7.097 -11.682 -4.070
H -5.471 -12.199 -7.332
H -7.950 -10.394 -6.634
H -7.969 -11.247 -3.948
H -2.229 -11.194 -5.312
*
```

Results of the Löwdin charge analysis, in e, for atoms 1 through 6:
1 H 0.0615
2 H 0.0761
3 O -0.0620
4 Sr 1.6508
5 O -0.1048
6 H 0.0822

No. 5
This record from OMol25 describes H16O8V as an isolated structure. The level of theory is ωB97M-V/def2-TZVPD.

HOMO level (alpha / beta): -15.507 / -18.501 eV
Frontier orbital gap (alpha / beta): 8.904 / 11.898 eV
DFT total energy: -1555.01603 a.u.

```
! RIJCOSX wB97M-V def2-TZVPD def2/J DEFGRID3
* xyz 2 4
O -2.148 3.571 14.997
H -0.331 1.040 13.114
O 0.861 2.983 14.742
H -2.039 3.295 11.174
H 2.114 2.439 11.397
H 0.983 1.428 11.249
H -0.060 6.013 14.533
H 0.209 2.725 15.432
O -1.050 1.645 13.004
H -1.585 5.946 14.034
H 1.703 2.569 14.964
H -2.630 4.714 11.462
O -2.113 3.984 11.852
H 2.429 5.051 11.996
O -0.669 5.688 13.804
O 1.242 2.186 11.756
V -0.164 3.729 12.848
H -3.017 3.731 14.636
H -1.999 4.287 15.636
O 1.937 4.755 12.775
O 0.290 4.717 10.659
H 0.981 4.573 10.020
H -0.294 5.363 10.216
H 2.624 4.737 13.507
H -1.793 1.247 12.618
*
```

Results of the Löwdin charge analysis, in e, for atoms 1 through 6:
1 O -0.0455
2 H 0.0723
3 O -0.0557
4 H 0.0899
5 H 0.1042
6 H 0.0800

No. 6
This record from OMol25 describes H16O9V as an isolated structure. The level of theory is ωB97M-V/def2-TZVPD.

HOMO level (alpha / beta): -17.514 / -17.519 eV
Frontier orbital gap (alpha / beta): 9.167 / 9.837 eV
DFT total energy: -1630.22974 a.u.

```
! RIJCOSX wB97M-V def2-TZVPD def2/J DEFGRID3
* xyz 2 2
O -1.589 -1.340 0.841
O 0.177 0.401 -3.425
H -1.372 2.188 -1.372
O 2.612 -2.568 0.503
H 0.988 -0.105 -3.375
H -0.061 2.878 -1.060
H -1.979 0.354 -2.258
H -2.250 -1.114 -2.004
H -0.453 -0.196 -3.829
V -0.198 0.229 0.184
O 0.779 -0.706 -0.662
H 0.415 -0.741 3.010
O -1.868 -0.334 -1.601
H 2.183 1.073 1.380
H 3.091 -2.565 -0.326
H 3.277 -2.761 1.164
O -0.589 2.115 -0.825
H -2.475 -1.427 0.489
H -1.411 2.359 1.724
H -1.824 1.110 2.474
O 0.675 -0.737 2.088
O 1.538 1.545 0.853
H 1.305 -1.453 2.013
O -1.321 1.406 1.715
H -1.510 -2.056 1.471
H 1.861 2.445 0.826
*
```

Results of the Löwdin charge analysis, in e, for atoms 1 through 6:
1 O -0.0457
2 O -0.0429
3 H 0.0978
4 O -0.0427
5 H 0.0494
6 H 0.1198

No. 7
This record from OMol25 describes a 8-piece molecular cluster, H17NO7 overall. The level of theory is ωB97M-V/def2-TZVPD.

HOMO level: -10.219 eV
Frontier orbital gap: 10.442 eV
DFT total energy: -591.53662 a.u.
Structure (SMILES): N.O.O.O.O.O.O.O

```
! RIJCOSX wB97M-V def2-TZVPD def2/J DEFGRID3
* xyz 0 1
H -1.113 -1.254 2.604
H -2.293 -0.072 0.868
O 1.073 2.771 -0.786
H -2.038 1.368 0.488
H -1.337 0.757 -2.208
H 1.583 3.685 -0.724
H 0.329 1.114 -2.145
N -1.831 0.813 1.349
O 2.806 -1.712 -0.979
H 0.464 2.810 -0.111
H -2.620 1.224 -2.808
H 0.245 0.236 -0.968
H 2.337 -1.646 -1.899
H -0.068 -2.478 0.139
O -0.185 -1.128 2.609
H 2.772 -0.839 -0.520
H -0.861 0.667 1.264
O 0.189 0.286 -1.848
H 0.093 -1.717 3.298
H -1.396 -2.812 0.814
O -2.322 1.093 -1.909
O -0.925 -2.427 0.043
H 1.374 -0.371 0.477
O 1.737 0.164 1.167
H 1.986 -0.531 1.786
*
```

Results of the Löwdin charge analysis, in e, for atoms 1 through 6:
1 H 0.0102
2 H 0.0679
3 O -0.0544
4 H -0.0005
5 H 0.0645
6 H 0.1285

No. 8
This record from OMol25 describes a 8-piece molecular cluster, H17O8 overall. The level of theory is ωB97M-V/def2-TZVPD.

HOMO level: -14.388 eV
Frontier orbital gap: 11.307 eV
DFT total energy: -611.86668 a.u.

```
! RIJCOSX wB97M-V def2-TZVPD def2/J DEFGRID3
* xyz 1 1
H 2.377 19.216 -9.870
O 2.697 17.983 -11.719
H 3.785 18.921 -9.374
H 0.274 19.100 -10.594
H 5.819 17.972 -7.962
O 3.319 15.417 -10.295
H 3.364 16.202 -9.750
H 6.166 20.386 -8.972
O 5.830 21.163 -8.525
H 6.430 17.655 -9.310
H 1.947 16.999 -7.307
H -0.008 17.960 -9.638
O 2.779 17.067 -7.774
H 2.760 14.815 -9.804
O 3.148 19.632 -9.477
O 5.771 18.206 -8.889
H 2.389 18.543 -12.432
O 2.182 21.076 -7.246
O 0.645 18.627 -9.848
H 5.238 21.568 -9.159
H 2.939 21.098 -6.661
H 2.844 20.006 -8.646
H 3.350 16.432 -7.341
H 1.594 21.749 -6.903
H 2.452 17.098 -11.986
*
```

Results of the Löwdin charge analysis, in e, for atoms 1 through 6:
1 H 0.0688
2 O -0.0367
3 H 0.1011
4 H 0.0668
5 H 0.0632
6 O -0.0431

No. 9
This record from OMol25 describes a 9-piece molecular cluster, H17O9 overall. The level of theory is ωB97M-V/def2-TZVPD.

HOMO level: -6.252 eV
Frontier orbital gap: 9.495 eV
DFT total energy: -687.32268 a.u.

```
! RIJCOSX wB97M-V def2-TZVPD def2/J DEFGRID3
* xyz -1 1
O 1.578 -3.058 -0.420
O 0.657 -1.912 1.901
O -0.319 1.931 2.529
H -0.121 2.366 1.693
H 0.357 -0.274 -0.850
H -0.684 1.026 2.192
H -1.363 1.077 0.377
H -1.789 -0.683 0.464
O -0.065 0.396 0.491
O -1.734 -1.031 1.431
H 1.534 -1.253 -0.811
H -2.278 -0.537 1.970
O -2.128 1.766 0.466
H -2.210 2.187 -0.338
H 0.938 -2.648 0.251
H -0.010 -0.533 -2.990
O 1.127 -0.619 -1.560
H 1.021 1.656 -1.306
H 0.684 0.836 0.846
O 1.173 2.564 -1.446
H 0.356 0.175 -4.187
H 0.677 -1.073 1.517
H -0.444 -1.857 2.098
H 2.401 -2.674 0.003
H 0.831 2.687 -0.403
O -0.190 -0.515 -3.916
*
```

Results of the Löwdin charge analysis, in e, for atoms 1 through 6:
1 O -0.1293
2 O -0.1444
3 O -0.1216
4 H -0.0047
5 H 0.0534
6 H 0.0485

No. 10
This record from OMol25 describes a 10-piece molecular cluster, H18N3O13 overall. The level of theory is ωB97M-V/def2-TZVPD.

HOMO level: -5.680 eV
Frontier orbital gap: 7.610 eV
DFT total energy: -1152.89618 a.u.

```
! RIJCOSX wB97M-V def2-TZVPD def2/J DEFGRID3
* xyz -1 1
H -0.438 0.383 -0.007
H -2.835 -3.299 -1.217
H -1.181 3.072 -0.405
H -2.982 -0.244 -0.570
H 2.896 0.394 1.532
H 0.507 -3.719 -1.815
O 2.580 3.180 0.338
H -2.312 0.259 2.268
H 0.579 -0.846 0.489
H -2.443 1.252 0.851
O 0.803 -1.037 4.601
H 2.808 0.888 -1.788
O 1.042 2.271 -0.940
H 3.275 -0.371 -1.955
H 3.345 1.631 0.834
O -0.585 -0.614 3.029
H -2.195 -3.961 -2.439
O 2.769 0.149 -2.316
H -2.357 2.758 -1.295
N 1.426 2.954 0.090
O 3.551 0.601 0.918
O -3.006 -0.195 -1.369
O 0.543 3.792 0.463
O 1.471 -0.251 2.693
H -0.855 -1.193 -0.146
N -0.130 -0.620 -0.160
N 0.580 -0.528 3.475
O 1.117 -3.147 -1.217
H -3.213 0.714 -1.537
O -1.919 -3.329 -1.726
H 0.161 -0.569 -1.066
O -2.753 0.420 1.341
H 1.728 -3.548 -0.562
O -1.964 2.739 -0.406
*
```

Results of the Löwdin charge analysis, in e, for atoms 1 through 6:
1 H 0.1479
2 H 0.1082
3 H -0.1136
4 H -0.1765
5 H -0.0790
6 H 0.0747

Which value of DFT total energy does entry 5 give?
-1555.01603 a.u.

The highest DFT total energy belongs to which entry?
H17NO7

Number 1 is which compound?
H16O8

Among the records above, which one has the lowest DFT total energy?
H16O9V